Formula: C23H22AuBN4S5Sb
Source: the OMol25 dataset
Level of theory: wB97M-V/def2-TZVPD

The spin multiplicity is 4. The molar mass is 844.3 g/mol. Its expectation value of S² is 3.80. As for the charge: -2. As for the HOMO energy (alpha / beta): -1.2 / -1.3 eV. The value obtained for the energy above the lowest of the compared OMol25 structures with the same formula, charge and spin is 14.30 kcal per mole. The gap between HOMO and LUMO (alpha / beta) is 5.44 / 4.91 eV.

Last column: Mulliken spin population.
Geometry (Å):
Au -0.020 -0.221 -0.476  0.324
C -1.260 2.980 1.888  -0.002
N -0.747 1.971 2.789  0.003
C 0.045 2.195 3.890  0.014
C 0.355 0.978 4.384  -0.009
N -0.230 0.017 3.594  0.003
B 0.079 -1.513 3.753  0.020
N 1.365 -1.764 2.894  -0.004
C 2.614 -1.390 3.327  0.003
C 3.496 -1.570 2.319  0.002
N 2.773 -2.076 1.265  0.007
C 3.271 -2.327 -0.068  0.002
C 1.474 -2.204 1.623  0.006
S 0.271 -2.775 0.566  0.088
C -0.925 0.639 2.618  -0.002
S -1.896 -0.031 1.377  0.097
H -0.854 3.942 2.197  0.002
H -2.349 3.002 1.918  -0.001
H -0.948 2.757 0.869  0.004
H 0.353 3.181 4.185  -0.001
H 0.979 0.708 5.215  0.001
H -0.837 -2.190 3.393  0.000
H 0.400 -1.678 4.918  0.000
H 2.763 -0.992 4.313  0.000
H 4.546 -1.353 2.241  -0.001
H 4.358 -2.382 -0.023  -0.001
H 2.963 -1.526 -0.745  0.000
H 2.855 -3.262 -0.440  0.000
S 1.229 2.076 -4.880  0.071
Sb -0.387 0.802 -3.848  0.082
S -0.938 1.774 -1.689  0.549
S 0.676 -1.037 -2.634  0.543
C 1.447 0.905 0.504  0.485
C 2.063 1.905 0.868  0.060
C 2.693 3.097 1.173  0.166
C 3.037 4.013 0.096  0.053
C 3.951 5.065 0.265  0.096
C 4.282 5.894 -0.794  -0.065
C 3.716 5.693 -2.048  0.114
C 2.819 4.647 -2.234  -0.059
C 2.482 3.818 -1.180  0.073
C 2.963 3.396 2.586  0.050
C 2.770 4.673 3.125  0.080
C 2.961 4.911 4.476  -0.041
C 3.355 3.883 5.323  0.078
C 3.550 2.610 4.800  -0.042
C 3.352 2.369 3.451  0.068
H 4.422 5.216 1.229  0.010
H 4.997 6.695 -0.641  -0.003
H 3.980 6.341 -2.876  0.011
H 2.373 4.450 -3.202  0.000
H 1.781 3.009 -1.341  0.047
H 2.446 5.474 2.471  0.001
H 2.788 5.905 4.874  -0.002
H 3.500 4.069 6.381  0.008
H 3.847 1.796 5.451  -0.001
H 3.459 1.371 3.045  0.015